(1)
20
Properties=species:S:1:pos:R:3:mulliken_charge:R:1 method="wB97M-V/def2-TZVPD" orbital_gap_ev=9.525 homo_energy_ev=-8.790 relative_energy_ev=1.998 energy_ev=-12890.83178
H -3.34261 -0.50708 0.48151 0.18
N -2.43980 -0.08082 0.25693 -0.70
C -1.87300 -0.65849 -0.78095 0.64
N -2.40111 -1.67709 -1.48290 -0.41
N -0.70042 -0.12776 -1.35325 -0.23
C -0.33605 1.29931 -1.28598 -0.82
H -2.14395 -1.90033 -2.39127 0.17
H -2.97081 -2.23509 -0.98052 0.17
H -0.17225 -0.69501 -1.96202 0.23
H -0.42489 1.86894 -0.30738 0.29
H -0.85448 1.83044 -2.02144 0.35
H 0.83632 1.38506 -1.48139 0.26
C 3.07814 0.17881 1.71666 -0.81
C 1.62034 0.09026 1.84678 0.72
O 1.21217 -1.00033 2.06724 -0.54
O 0.67817 1.00847 1.46690 -0.53
H 3.48290 -0.79956 1.32089 0.27
H 3.68826 0.40266 2.67937 0.25
H 3.25554 1.04925 1.00865 0.26
H -0.19249 0.56836 1.20217 0.26

=====

(2)
17
Properties=species:S:1:pos:R:3:mulliken_charge:R:1 method="wB97M-V/def2-TZVPD" orbital_gap_ev=8.765 homo_energy_ev=-7.920 relative_energy_ev=6.631 energy_ev=-8424.60964
O 1.35866 -0.41994 -1.57573 -0.52
C 1.01617 0.36484 -0.51923 -0.24
C 1.22485 -0.32049 1.02105 -0.64
C -0.33805 -0.91480 1.33923 -0.57
C -0.95490 -0.44219 -0.07701 0.05
C -1.60176 0.58372 -0.92439 -0.38
C -0.32889 1.00546 -0.31019 -0.44
H 1.24183 0.25454 -2.31483 0.39
H 1.51304 1.31903 -0.55890 0.37
H 2.18400 -0.88187 0.90245 0.38
H 1.27176 0.66240 1.80249 0.20
H -0.77342 -0.28591 2.21863 0.25
H -0.66549 -2.00953 1.50571 0.29
H -0.47231 -1.29283 -0.78191 0.13
H -1.86517 -0.01874 -1.86827 0.24
H -2.70179 1.03855 -0.58471 0.21
H -0.10853 1.35777 0.72560 0.28

=====

(3)
81
Properties=species:S:1:pos:R:3:mulliken_charge:R:1 method="wB97M-V/def2-TZVPD" orbital_gap_ev=8.455 homo_energy_ev=-8.139 energy_ev=-63745.07674
C 5.84744 1.77849 -0.65268 -1.33
C 4.46504 2.42570 -0.46596 -0.10
C 4.43663 3.82997 -1.05351 -0.74
C 3.15191 4.57547 -0.62629 -0.82
C 2.06629 4.61027 -1.71450 -0.68
C 0.70108 4.36324 -1.09164 0.09
O -0.28740 3.94858 -2.03153 -0.49
C -0.58648 2.58518 -2.04082 -0.09
S 0.79887 1.44008 -2.35192 -0.28
C -1.28317 2.09508 -0.74774 -0.48
O -1.76669 3.18175 0.01272 -0.28
C -1.68734 2.98075 1.40113 -0.85
P -2.53684 0.79335 -1.27372 -0.12
N -2.71330 -0.24286 0.08773 -0.45
O -3.99983 1.53658 -1.36322 -0.47
P 0.15886 6.08599 -0.46065 -0.07
O 0.04547 5.91650 1.17216 -0.41
O -1.39532 6.24967 -0.98104 -0.44
H 6.32982 2.11859 -1.55895 0.34
H 5.74984 0.69759 -0.65687 0.39
H 6.45631 2.00498 0.21376 0.32
H 3.67366 1.80725 -0.87942 0.03
H 4.28366 2.48157 0.60196 0.30
H 4.53359 3.80212 -2.13235 0.40
H 5.27172 4.35214 -0.59640 0.36
H 3.38349 5.59703 -0.33766 0.43
H 2.79685 4.09405 0.27778 0.49
H 2.25213 3.91003 -2.51554 0.51
H 2.05422 5.62182 -2.11346 0.38
H 0.76836 3.72329 -0.21415 0.45
H -1.28282 2.44726 -2.86079 0.55
H 0.98518 1.60083 -3.67098 0.18
H -0.54249 1.54120 -0.16137 0.50
H -2.53002 2.40349 1.78910 0.35
H -1.71780 3.94700 1.88913 0.23
H -0.76199 2.49303 1.71116 0.35
H -1.89760 -0.83829 0.16730 0.25
H -2.87400 0.25473 0.95891 0.20
H -4.39452 1.56459 -0.47299 0.33
H -0.86922 5.80194 1.48274 0.29
H -1.33137 6.33231 -1.94958 0.33
C -1.51707 -4.63377 4.39701 -1.17
C -2.83952 -4.17996 5.00859 -0.38
C -3.82557 -3.62434 3.98249 -0.87
C -3.34833 -2.37611 3.23971 -0.46
C -2.98439 -1.19153 4.13425 -0.15
C -4.16028 -0.66298 4.95064 -1.27
H -0.98343 -3.80627 3.92692 0.27
H -0.86269 -5.05213 5.16276 0.38
H -1.68312 -5.40457 3.64180 0.29
H -2.64670 -3.43941 5.78980 0.24
H -3.30609 -5.03267 5.50818 0.37
H -4.77419 -3.41108 4.48282 0.35
H -4.04493 -4.40169 3.24431 0.38
H -4.13281 -2.06565 2.54256 0.39
H -2.48237 -2.62945 2.62069 0.25
H -2.60888 -0.38228 3.49897 0.09
H -2.16275 -1.45877 4.80389 0.29
H -4.97916 -0.35235 4.29839 0.30
H -3.85902 0.20138 5.54428 0.39
H -4.54225 -1.41593 5.64081 0.31
C -0.88707 -2.74614 -2.28592 -1.06
C 0.56896 -2.82314 -1.83638 -0.38
C 1.55959 -2.39847 -2.91359 0.04
C 1.56421 -3.25658 -4.17910 -0.86
C 1.84578 -4.74053 -3.94966 -0.43
C 3.22425 -5.01211 -3.35391 -1.18
H -1.10661 -3.42677 -3.10946 0.34
H -1.55079 -3.01127 -1.45976 0.35
H -1.13116 -1.72939 -2.60219 0.16
H 0.79168 -3.83334 -1.48046 0.31
H 0.70591 -2.16077 -0.97536 0.33
H 2.56498 -2.38395 -2.48172 0.35
H 1.33828 -1.36373 -3.19500 -0.22
H 2.31535 -2.85505 -4.86665 0.41
H 0.60398 -3.15464 -4.69261 0.33
H 1.77221 -5.25702 -4.91026 0.38
H 1.07584 -5.17796 -3.30828 0.24
H 4.01175 -4.61750 -3.99913 0.29
H 3.38997 -6.08456 -3.24211 0.38
H 3.33416 -4.55992 -2.36713 0.28

=====

(4)
24
Properties=species:S:1:pos:R:3:mulliken_charge:R:1 method="wB97M-V/def2-TZVPD" orbital_gap_ev=7.355 homo_energy_ev=-6.654 relative_energy_ev=3.369 energy_ev=-11037.30510
C -0.20189 -0.55763 -0.72163 1.78
C 0.58449 1.24994 -0.60571 -1.21
C 1.03648 -1.34059 -1.13797 -1.79
C -0.90512 -1.32042 0.39845 -1.69
C -1.16833 -0.37421 -1.88708 -1.73
C 0.43969 1.13482 0.86166 0.85
N 1.51407 0.72943 1.65749 -0.65
C -0.70108 1.58410 1.46110 -0.61
O -0.75914 1.91052 2.79474 -0.57
H 0.15907 1.95808 3.11178 0.35
H 2.29994 0.37805 1.12457 0.29
H 1.26270 0.11701 2.42799 0.24
H 1.52149 1.02680 -1.10170 0.44
H 0.00535 2.05749 -1.04733 0.38
H -1.62248 1.76969 0.93031 0.40
H 1.48061 -0.95535 -2.05762 0.39
H 1.79594 -1.31938 -0.35087 0.32
H 0.77932 -2.38902 -1.32978 0.46
H -1.19493 -2.31989 0.04820 0.49
H -0.25081 -1.49005 1.25765 0.33
H -1.81753 -0.82073 0.72485 0.39
H -2.01943 0.24319 -1.59018 0.36
H -0.68333 0.07680 -2.75356 0.38
H -1.55510 -1.34865 -2.21537 0.42

=====

(5)
36
Properties=species:S:1:pos:R:3:mulliken_charge:R:1 method="wB97M-V/def2-TZVPD" orbital_gap_ev=8.871 homo_energy_ev=-8.128 relative_energy_ev=2.103 energy_ev=-31702.34648
C -0.25758 3.34752 -0.75050 -1.07
N -0.89522 2.09832 -0.34878 0.34
C -1.97284 2.04792 0.61230 -1.20
C -2.05851 0.64653 1.25265 0.44
C -2.69252 0.33854 2.47499 -0.81
C -2.68287 -0.87893 3.08496 -0.36
C -1.96780 -1.97835 2.67859 -0.95
C -1.25825 -1.77582 1.45810 -0.40
C -1.32384 -0.49253 0.73148 -0.41
C -0.72255 -0.40638 -0.65557 1.31
C 0.76242 -0.59780 -0.68687 -0.05
C 1.59287 -0.39094 0.44539 -0.27
C 2.90119 -0.74017 0.43084 -0.88
C 3.48133 -1.16437 -0.76245 0.64
S 5.15822 -1.65975 -0.88168 0.02
N 4.82417 -2.11153 -2.50878 -0.58
C 3.58262 -2.00491 -2.87808 -0.53
C 2.69417 -1.39969 -1.85692 -0.03
C 1.33239 -1.02033 -1.84899 -0.62
C -1.02807 0.95405 -1.26599 -1.57
H 0.84452 3.14448 -0.81419 0.26
H -0.37163 4.17305 -0.12681 0.38
H -0.68092 3.64834 -1.74491 0.33
H -2.92230 2.05460 0.10774 0.36
H -1.90435 2.80415 1.43154 0.42
H -3.15065 1.15996 2.98841 0.37
H -3.32586 -0.89028 3.93274 0.37
H -1.95746 -2.93207 3.25175 0.36
H -0.84606 -2.62795 1.08956 0.58
H -1.16651 -1.15580 -1.32467 0.65
H 1.02122 -0.15752 1.35539 0.48
H 3.41846 -0.62387 1.38104 0.35
H 3.30911 -2.37114 -3.83400 0.48
H 0.69938 -1.15355 -2.66076 0.59
H -0.39976 1.16041 -2.14547 0.61
H -2.03652 0.95581 -1.61204 0.39